[1]
Below is C21H33N5O3 in the gas phase, with properties calculated with wB97M-V/def2-TZVPD.

Structure (ORCA input):
```
! RIJCOSX wB97M-V def2-TZVPD def2/J DEFGRID3
* xyz 0 1
C 0.485 -1.681 -4.076
O -0.372 -1.110 -3.114
C 0.311 -0.249 -2.238
C -0.684 0.232 -1.196
C -0.051 1.269 -0.268
N 0.881 0.648 0.639
C 2.217 0.922 0.553
O 2.629 1.790 -0.198
C 3.130 0.125 1.462
C 3.292 -1.390 1.167
C 4.751 -1.264 1.647
C 4.677 0.246 1.357
C 5.339 0.795 0.074
C 5.638 2.106 0.830
C 5.419 1.334 2.155
C 0.248 -0.366 1.456
C -0.324 -1.454 0.563
N -1.232 -0.870 -0.414
C -2.367 -1.584 -0.716
O -2.676 -2.568 -0.071
C -3.316 -1.105 -1.808
C -4.682 -0.842 -1.284
N -5.763 -1.415 -1.728
N -6.823 -0.913 -1.014
C -6.342 -0.050 -0.174
N -4.989 0.051 -0.298
C -4.076 0.869 0.493
C -3.801 0.217 1.840
C -4.605 2.286 0.637
H -0.116 -2.328 -4.711
H 0.955 -0.910 -4.698
H 1.271 -2.281 -3.601
H 1.152 -0.773 -1.760
H 0.725 0.615 -2.775
H -1.495 0.733 -1.718
H 0.466 2.033 -0.841
H -0.844 1.758 0.313
H 2.836 0.286 2.502
H 2.644 -2.097 1.685
H 3.242 -1.582 0.094
H 4.835 -1.464 2.716
H 5.518 -1.831 1.118
H 6.255 0.236 -0.130
H 4.748 0.850 -0.836
H 6.617 2.558 0.674
H 4.864 2.847 0.654
H 4.863 1.832 2.952
H 6.357 0.953 2.561
H 0.935 -0.777 2.188
H -0.573 0.107 2.009
H 0.500 -1.956 0.042
H -0.864 -2.198 1.138
H -2.945 -0.258 -2.380
H -3.398 -1.927 -2.516
H -6.909 0.523 0.541
H -3.146 0.912 -0.073
H -3.065 0.795 2.402
H -4.716 0.166 2.433
H -3.425 -0.799 1.712
H -3.861 2.911 1.131
H -4.828 2.723 -0.337
H -5.513 2.314 1.241
*
```

The electronic energy is -1319.4756 Eh. As for the energy relative to the best compared isomer or geometry (same formula, charge and spin): 0.3569 eV.


[2]
Below is 2 unconnected molecules or ions with the total composition C5H11N4Si, with properties calculated with wB97M-V/def2-TZVPD.

Structure (ORCA input):
```
! RIJCOSX wB97M-V def2-TZVPD def2/J DEFGRID3
* xyz -1 1
C 2.601 0.036 -0.759
C -2.765 -0.524 0.007
C -0.350 -1.232 1.340
C -1.033 1.870 0.152
C 0.086 -0.305 -1.689
N 4.582 0.263 -0.484
N 3.760 0.130 -1.441
N 2.642 0.124 0.580
N 3.963 0.245 0.718
Si -0.853 -0.045 -0.147
H -2.780 -0.227 1.038
H -3.565 -0.130 -0.676
H -2.904 -1.633 -0.080
H -0.804 -0.787 2.233
H -0.763 -2.274 1.281
H 0.657 -1.184 1.542
H -0.814 1.868 1.266
H -0.277 2.449 -0.294
H -2.097 2.125 0.034
H 0.160 0.497 -2.477
H 0.553 -1.264 -2.144
*
```

The electronic energy is -705.4982 Eh. As for the energy relative to the best compared isomer or geometry (same formula, charge and spin): 4.4297 eV.


[3]
Below is C3H6N4O in the gas phase, with properties calculated with wB97M-V/def2-TZVPD.

Structure (ORCA input):
```
! RIJCOSX wB97M-V def2-TZVPD def2/J DEFGRID3
* xyz 0 1
N -0.312 -1.121 -1.314
C -0.154 -0.227 -0.210
C 0.278 -0.437 1.097
O 0.168 -1.734 1.707
C 0.672 0.893 1.509
N 0.582 1.803 0.509
N 0.136 1.133 -0.466
N -0.382 1.577 -1.698
H -1.053 -1.988 -1.314
H 0.487 -1.820 -1.491
H 0.298 -1.591 2.791
H 1.110 1.043 2.522
H -0.521 0.590 -2.218
H -1.309 1.880 -1.424
*
```

The electronic energy is -412.0512 Eh. As for the energy relative to the best compared isomer or geometry (same formula, charge and spin): 4.2928 eV.


[4]
Below is 2 unconnected molecules or ions with the total composition C4H13N2O, with properties calculated with wB97M-V/def2-TZVPD.

Structure (ORCA input):
```
! RIJCOSX wB97M-V def2-TZVPD def2/J DEFGRID3
* xyz 1 1
C 2.386 -0.885 -0.779
C 2.209 0.515 -0.136
C 1.404 0.483 1.187
N 0.005 0.919 0.984
C -0.916 0.328 0.283
N -2.112 0.771 -0.060
H 2.976 -0.843 -1.690
H 1.387 -1.224 -1.062
H 2.889 -1.503 -0.041
H 1.764 1.193 -0.861
H 3.192 0.918 0.104
H 1.925 1.211 1.796
H 1.387 -0.495 1.661
H -0.283 1.707 1.555
H -0.638 -0.609 -0.198
H -2.758 -0.020 -0.217
H -2.449 1.671 0.264
H -4.091 -2.079 -0.543
H -4.165 -0.938 -1.585
O -4.111 -1.117 -0.661
*
```

The electronic energy is -344.7289 Eh. As for the energy relative to the best compared isomer or geometry (same formula, charge and spin): 1.0319 eV.


[5]
Below is C4H4ClOP in the gas phase, with properties calculated with wB97M-V/def2-TZVPD.

Structure (ORCA input):
```
! RIJCOSX wB97M-V def2-TZVPD def2/J DEFGRID3
* xyz 0 1
O -1.694 -1.172 -1.774
C -0.943 -0.694 -0.984
C -0.214 0.529 -1.151
C 0.455 1.024 -0.048
C 0.138 0.298 1.237
P -0.661 -1.285 0.886
Cl 0.971 -2.364 0.533
H -0.092 0.929 -2.245
H 1.195 1.906 -0.104
H 1.187 -0.059 1.656
H -0.342 0.888 1.994
*
```

The electronic energy is -1031.5786 Eh. As for the energy relative to the best compared isomer or geometry (same formula, charge and spin): 0.0000 eV.


[6]
Below is a gas-phase ion, C3H5Cl2O4S (charge -1), with properties calculated with wB97M-V/def2-TZVPD.

Structure (ORCA input):
```
! RIJCOSX wB97M-V def2-TZVPD def2/J DEFGRID3
* xyz -1 1
C -1.998 -0.512 -0.363
C -0.925 0.334 0.302
C 0.387 -0.172 -0.257
Cl 0.470 0.363 -2.023
O 0.784 -1.475 -0.187
Cl 2.321 -1.986 0.490
S 1.768 0.918 0.553
O 2.871 0.605 -0.344
O 1.925 0.330 1.871
O 1.194 2.250 0.451
H -1.977 -0.360 -1.541
H -1.755 -1.627 -0.266
H -2.924 -0.265 -0.027
H -0.933 0.187 1.368
H -1.208 1.412 -0.026
*
```

The electronic energy is -1736.8199 Eh. As for the energy relative to the best compared isomer or geometry (same formula, charge and spin): 3.0853 eV.


[7]
Below is 2 unconnected molecules or ions with the total composition C4H9O2S, with properties calculated with wB97M-V/def2-TZVPD.

Structure (ORCA input):
```
! RIJCOSX wB97M-V def2-TZVPD def2/J DEFGRID3
* xyz -1 1
C 1.393 -1.832 2.056
C 1.433 0.863 1.403
S 2.620 -0.554 1.583
H 0.620 -1.856 1.312
H 1.889 -2.804 1.949
H 1.017 -1.599 3.112
H 1.292 1.432 2.229
H 0.410 0.465 1.097
H 1.730 1.296 0.369
C -2.015 0.990 -2.684
C -1.393 0.257 -1.402
O -1.020 0.978 -0.432
O -1.282 -0.996 -1.352
H -2.060 0.439 -3.684
H -1.591 1.922 -2.957
H -3.043 0.997 -2.601
*
```

The electronic energy is -706.4931 Eh. As for the energy relative to the best compared isomer or geometry (same formula, charge and spin): 1.4935 eV.


[8]
Below is a molecular structure, C29H49Br27N4O4PS4, with properties calculated with wB97M-V/def2-TZVPD.

Structure (ORCA input):
```
! RIJCOSX wB97M-V def2-TZVPD def2/J DEFGRID3
* xyz 1 1
C 5.645 -5.607 0.996
C 4.091 -5.168 1.244
C 3.173 -6.382 0.723
C 1.701 -5.957 0.227
N 1.430 -4.485 0.255
C 1.109 -3.941 -1.102
C 2.395 -3.494 -1.948
C 3.170 -2.213 -1.298
C 3.577 -1.117 -2.400
C 3.858 0.360 -1.783
C 5.367 0.503 -1.193
S 5.709 -0.551 0.289
O 6.781 0.116 1.145
O 4.523 -0.801 1.177
C 3.831 1.356 -3.078
C 2.353 1.545 -3.682
N 1.449 1.864 -2.536
C 1.499 0.876 -1.480
N 0.550 0.033 -1.107
C -0.773 0.026 -1.793
C -1.851 0.686 -0.791
O -1.479 0.387 0.598
C -0.947 1.543 1.245
O 0.032 1.418 2.029
N 2.805 0.749 -0.748
P 3.094 2.396 -0.114
S 3.808 2.405 1.688
C 0.268 -4.296 1.189
S -1.315 -4.697 0.707
S 0.527 -3.668 2.896
C -1.031 -2.937 3.590
C -0.585 -2.069 4.899
C -1.383 -0.690 5.048
H 5.948 -6.531 1.589
H 5.714 -5.818 -0.141
H 6.313 -4.705 1.209
H 3.946 -5.074 2.377
H 3.959 -4.189 0.675
H 3.780 -6.933 -0.095
H 3.115 -7.138 1.597
H 1.557 -6.431 -0.818
H 0.954 -6.494 0.923
H 0.340 -3.096 -0.981
H 0.573 -4.752 -1.733
H 3.119 -4.398 -1.931
H 2.141 -3.317 -3.047
H 4.164 -2.651 -0.897
H 2.596 -1.810 -0.400
H 2.715 -1.094 -3.173
H 4.496 -1.527 -2.972
H 6.049 0.108 -2.042
H 5.685 1.587 -1.006
H 6.259 -1.753 -0.146
H 4.438 0.801 -3.890
H 4.390 2.338 -2.892
H 2.043 0.646 -4.311
H 2.397 2.496 -4.339
H 0.504 2.151 -2.817
H 0.709 -0.642 -0.329
H -0.778 0.468 -2.843
H -1.089 -1.079 -1.906
H -2.890 0.203 -0.940
H -1.981 1.815 -0.927
H -1.456 2.558 1.040
H 3.928 3.198 -0.956
H 1.785 3.028 -0.080
H -1.778 -3.731 3.971
H -1.603 -2.256 2.874
H 0.542 -1.848 4.779
H -0.764 -2.740 5.813
H -2.507 -0.824 5.257
H -1.275 0.026 4.168
H -0.947 -0.136 5.964
C 8.504 2.059 -3.012
Br 7.240 2.958 -1.846
Br 9.635 0.828 -2.031
Br 7.615 1.190 -4.503
H 9.153 2.826 -3.430
C -4.201 -5.996 3.121
Br -4.874 -4.179 3.209
Br -2.920 -6.361 4.532
Br -5.640 -7.297 3.101
H -3.669 -6.094 2.176
C -5.356 -0.163 3.472
Br -5.305 -0.830 5.291
Br -3.577 0.143 2.762
Br -6.401 -1.312 2.310
H -5.858 0.803 3.502
C -3.306 5.251 -0.358
Br -4.709 3.959 -0.707
Br -3.849 6.573 0.952
Br -1.641 4.384 0.140
H -3.123 5.783 -1.291
C -6.052 3.241 6.359
Br -7.460 1.990 6.821
Br -4.379 2.800 7.236
Br -5.836 3.409 4.437
H -6.358 4.217 6.731
C -0.068 -5.259 -5.163
Br -0.105 -3.351 -4.807
Br 1.747 -5.928 -5.306
Br -1.103 -6.254 -3.860
H -0.542 -5.411 -6.131
C -7.569 6.717 -0.273
Br -8.131 5.357 0.991
Br -7.361 5.998 -2.063
Br -8.747 8.257 -0.247
H -6.587 7.062 0.048
C -9.600 12.567 1.243
Br -11.007 11.317 1.711
Br -7.927 12.129 2.121
Br -9.386 12.724 -0.678
H -9.907 13.544 1.611
C -0.430 4.425 -5.994
Br -0.930 2.713 -6.756
Br -0.831 4.512 -4.097
Br 1.423 4.864 -6.358
H -1.040 5.184 -6.483
*
```

The electronic energy is -73086.2318 Eh.